Record 1
DFT (wB97M-V/def2-TZVPD) results for the molecule C5H7N.

lowest unoccupied orbital energy = 0.0322 Ha
HOMO energy = -0.3314 hartree
frontier orbital gap = 0.36361 Ha
relative energy (zero: lowest compared OMol25 entry of this formula, charge and spin) = 57.4 kcal per mole

Geometry (Å):
C1 -1.523 -2.016 -0.974
C2 -0.601 -1.750 -0.100
C3 0.350 -1.363 0.716
C4 0.759 0.056 0.665
N1 0.136 0.868 -0.083
C5 0.528 2.252 -0.073
H1 -2.542 -1.654 -0.854
H2 -1.268 -2.609 -1.846
H3 0.768 -2.039 1.457
H4 1.555 0.375 1.355
H5 -0.313 2.862 0.277
H6 0.743 2.563 -1.100
H7 1.407 2.454 0.559

***

Record 2
DFT (wB97M-V/def2-TZVPD) results for a cluster of 2 separate species, C32H27N2O2 in total in a non-equilibrium geometry.

lowest unoccupied orbital energy = -0.2071 Ha
total charge = +1
HOMO energy = -0.4266 hartree
frontier orbital gap = 0.21947 Ha
relative energy (zero: lowest compared OMol25 entry of this formula, charge and spin) = 0.0 kcal per mole

Geometry (Å):
C1 -1.571 -0.362 1.756
C2 -3.018 -0.407 1.916
C3 -3.815 0.542 1.241
C4 -5.183 0.638 1.497
C5 -5.789 -0.234 2.412
C6 -5.024 -1.225 3.041
C7 -3.651 -1.311 2.804
C8 -0.689 -1.466 2.141
C9 0.628 -0.932 2.360
C10 1.716 -1.775 2.534
C11 1.496 -3.160 2.549
C12 0.200 -3.684 2.405
C13 -0.905 -2.843 2.202
C14 0.538 0.522 2.303
C15 -0.817 0.877 1.970
C16 -1.200 2.214 1.965
C17 -0.230 3.191 2.231
C18 1.093 2.838 2.534
C19 1.486 1.496 2.561
H1 -3.340 1.196 0.506
H2 -5.773 1.404 0.991
H3 -6.854 -0.145 2.632
H4 -5.494 -1.925 3.735
H5 -3.050 -2.039 3.349
H6 2.709 -1.339 2.642
H7 2.338 -3.840 2.677
H8 0.043 -4.763 2.446
H9 -1.910 -3.247 2.082
H10 -2.233 2.483 1.757
H11 -0.509 4.244 2.198
H12 1.828 3.617 2.736
H13 2.513 1.196 2.763
O1 2.238 1.951 -0.259
C20 2.474 1.619 -1.412
C21 3.772 1.567 -2.117
C22 3.568 1.122 -3.413
C23 4.617 1.046 -4.320
C24 5.888 1.456 -3.886
C25 6.091 1.910 -2.567
C26 5.022 1.960 -1.660
C27 2.118 0.847 -3.593
O2 1.526 0.402 -4.567
N1 1.533 1.211 -2.364
C28 0.082 1.141 -2.094
C29 -0.367 -0.300 -1.895
C30 -1.194 -0.912 -3.029
C31 -1.895 -2.094 -2.349
C32 -1.858 -1.782 -0.840
N2 -1.142 -0.508 -0.667
H14 4.423 0.682 -5.328
H15 6.736 1.430 -4.574
H16 7.087 2.227 -2.253
H17 5.127 2.294 -0.629
H18 -0.107 1.746 -1.202
H19 -0.429 1.579 -2.962
H20 0.547 -0.928 -1.804
H21 -1.925 -0.179 -3.392
H22 -0.540 -1.193 -3.864
H23 -2.923 -2.217 -2.699
H24 -1.345 -3.022 -2.538
H25 -2.869 -1.684 -0.432
H26 -1.368 -2.588 -0.274
H27 -0.419 -0.541 0.048

***

Record 3
DFT (wB97M-V/def2-TZVPD) results for a structure of composition C47H40CdN6O6S2.

lowest unoccupied orbital energy = -0.0130 Ha
HOMO energy = -0.3072 hartree
frontier orbital gap = 0.29417 Ha

Geometry (Å):
Cd1 0.397 1.351 -0.090
C1 3.442 -1.241 -2.806
C2 2.030 -0.779 -3.045
C3 1.762 0.555 -3.338
C4 0.472 0.987 -3.641
C5 0.204 2.411 -4.040
C6 -0.561 0.057 -3.601
C7 -0.328 -1.276 -3.287
C8 -1.473 -2.250 -3.228
C9 0.975 -1.685 -3.027
H1 3.907 -1.571 -3.737
H2 3.475 -2.084 -2.112
H3 4.059 -0.436 -2.404
H4 2.572 1.273 -3.366
H5 -0.255 2.445 -5.031
H6 1.125 2.990 -4.060
H7 -0.477 2.892 -3.336
H8 -1.574 0.384 -3.809
H9 -1.875 -2.452 -4.224
H10 -2.291 -1.849 -2.625
H11 -1.160 -3.202 -2.796
H12 1.170 -2.726 -2.785
C10 -2.038 0.329 3.692
C11 -1.593 0.315 2.364
N1 -0.334 0.501 2.032
C12 0.577 0.728 3.001
C13 0.228 0.757 4.357
C14 -1.125 0.557 4.686
C15 1.232 0.975 5.357
C16 2.523 1.146 5.011
C17 2.919 1.133 3.633
C18 4.249 1.352 3.241
C19 4.568 1.383 1.909
C20 3.545 1.193 0.975
N2 2.296 0.958 1.320
C21 1.965 0.933 2.626
H13 -3.087 0.183 3.907
H14 -2.283 0.159 1.545
H15 -1.427 0.593 5.725
H16 0.926 1.002 6.396
H17 3.283 1.314 5.763
H18 5.004 1.517 4.000
H19 5.578 1.568 1.571
H20 3.745 1.251 -0.090
C22 -7.992 1.255 -2.580
C23 -6.591 1.539 -2.115
C24 -5.647 2.093 -2.972
C25 -4.358 2.367 -2.536
C26 -4.004 2.079 -1.229
C27 -4.933 1.536 -0.354
C28 -6.216 1.268 -0.800
S1 -2.354 2.401 -0.678
O1 -2.412 2.640 0.747
O2 -1.807 3.455 -1.497
O3 -1.643 1.089 -0.946
H21 -8.086 1.391 -3.657
H22 -8.707 1.923 -2.096
H23 -8.286 0.233 -2.339
H24 -5.924 2.322 -3.994
H25 -3.627 2.811 -3.200
H26 -4.651 1.349 0.674
H27 -6.943 0.849 -0.114
O4 2.122 3.122 -1.601
C29 1.836 3.858 -0.657
N3 1.116 3.435 0.396
S2 1.135 4.477 1.649
O5 -0.178 4.769 2.137
O6 2.123 4.054 2.614
C30 1.818 5.808 0.697
C31 1.983 7.133 1.039
C32 2.579 7.959 0.092
C33 2.992 7.462 -1.140
C34 2.812 6.123 -1.467
C35 2.213 5.304 -0.528
H28 1.653 7.515 1.995
H29 2.719 9.009 0.315
H30 3.448 8.133 -1.856
H31 3.111 5.722 -2.425
N4 -0.415 -6.239 0.874
C36 -0.046 -7.504 1.283
C37 -0.735 -8.711 1.346
C38 -0.028 -9.801 1.811
C39 1.318 -9.695 2.200
C40 1.994 -8.495 2.132
C41 1.297 -7.382 1.662
N5 1.727 -6.079 1.482
C42 0.690 -5.439 1.019
C43 0.690 -4.011 0.677
C44 -0.475 -3.306 0.390
C45 -0.382 -1.959 0.083
N6 0.771 -1.297 0.051
C46 1.883 -1.974 0.322
C47 1.897 -3.321 0.638
H32 -1.310 -5.964 0.514
H33 -1.772 -8.797 1.048
H34 -0.521 -10.762 1.878
H35 1.831 -10.578 2.559
H36 3.030 -8.406 2.429
H37 -1.453 -3.770 0.410
H38 -1.271 -1.384 -0.157
H39 2.808 -1.413 0.285
H40 2.821 -3.837 0.853

***

Record 4
DFT (wB97M-V/def2-TZVPD) results for a cluster of 11 separate species, C23H67O21S5 in total in a non-equilibrium geometry.

lowest unoccupied orbital energy = 0.0713 Ha
total charge = -1
HOMO energy = -0.2084 hartree
frontier orbital gap = 0.27973 Ha

Geometry (Å):
C1 0.502 0.903 0.816
C2 0.238 -0.603 0.877
C3 0.802 -1.245 -0.424
O1 0.732 -1.256 1.978
H1 1.578 1.094 0.778
H2 0.116 1.521 1.632
H3 0.094 1.295 -0.123
H4 -0.853 -0.729 0.719
H5 1.868 -1.468 -0.335
H6 0.762 -0.655 -1.353
H7 0.181 -2.101 -0.692
C4 -0.972 0.671 4.837
O2 0.032 -0.312 4.998
H8 -0.720 1.308 3.985
H9 -1.935 0.177 4.667
H10 -1.082 1.282 5.731
H11 0.125 -0.757 4.136
C5 1.956 -3.681 4.241
O3 2.536 -2.462 3.824
H12 2.460 -4.054 5.136
H13 0.921 -3.484 4.548
H14 1.979 -4.465 3.480
H15 1.904 -2.054 3.205
C6 4.159 0.017 0.443
O4 3.699 -0.367 1.709
H16 4.440 -0.865 -0.159
H17 3.526 0.619 -0.217
H18 5.103 0.546 0.565
H19 2.806 -0.755 1.639
C7 -0.563 -4.521 0.420
O5 -0.017 -4.082 1.632
H20 -1.017 -5.516 0.480
H21 -1.337 -3.853 0.021
H22 0.238 -4.628 -0.329
H23 0.117 -3.110 1.558
C8 -1.269 -2.407 -3.115
O6 -1.506 -1.795 -4.391
H24 -2.048 -3.160 -2.940
H25 -0.290 -2.810 -2.885
H26 -1.495 -1.632 -2.369
H27 -2.342 -1.338 -4.283
O7 -3.502 -1.942 0.603
S1 -4.051 -2.021 1.928
O8 -4.865 -0.947 2.442
O9 -4.920 -3.373 2.057
C9 -4.386 -4.591 1.537
C10 -5.111 -5.753 2.204
C11 -2.757 -2.302 3.133
H28 -3.304 -4.621 1.695
H29 -4.529 -4.644 0.455
H30 -6.185 -5.576 2.197
H31 -4.823 -5.900 3.244
H32 -4.850 -6.643 1.632
H33 -2.497 -3.348 3.299
H34 -3.147 -1.945 4.083
H35 -1.829 -1.834 2.796
O10 0.123 -6.020 -4.420
S2 1.400 -6.342 -4.990
O11 1.566 -6.499 -6.416
O12 2.457 -5.191 -4.558
C12 2.667 -4.932 -3.152
C13 2.815 -3.446 -2.946
C14 2.037 -7.857 -4.221
H36 3.588 -5.434 -2.857
H37 1.826 -5.367 -2.609
H38 3.711 -3.082 -3.458
H39 3.018 -3.128 -1.920
H40 1.992 -2.812 -3.271
H41 3.073 -7.937 -4.533
H42 1.434 -8.634 -4.686
H43 1.812 -7.795 -3.161
O13 -5.351 3.311 0.021
S3 -4.719 2.148 -0.536
O14 -5.487 1.098 -1.139
O15 -3.714 2.707 -1.700
C15 -2.784 1.788 -2.298
C16 -2.443 2.373 -3.654
C17 -3.501 1.472 0.638
H44 -3.219 0.791 -2.370
H45 -1.888 1.740 -1.676
H46 -1.927 3.336 -3.597
H47 -3.285 2.593 -4.310
H48 -1.707 1.785 -4.208
H49 -4.095 1.165 1.493
H50 -2.850 2.307 0.897
H51 -2.890 0.688 0.199
O16 0.199 9.219 -2.645
S4 0.896 7.974 -2.475
O17 2.259 7.925 -1.961
O18 -0.109 7.110 -1.545
C18 0.406 5.912 -0.915
C19 -0.511 4.761 -1.317
C20 0.801 7.003 -3.998
H52 0.177 6.166 0.129
H53 1.482 5.781 -0.985
H54 -0.344 3.823 -0.789
H55 -0.347 4.551 -2.380
H56 -1.568 5.013 -1.240
H57 1.204 7.608 -4.807
H58 -0.248 6.798 -4.206
H59 1.301 6.044 -3.887
O19 2.574 3.904 0.350
S5 3.433 3.695 1.489
O20 4.644 2.943 1.351
O21 3.850 5.084 2.184
C21 2.984 6.205 1.907
C22 3.393 7.310 2.855
C23 2.509 2.928 2.878
H60 1.925 5.982 2.047
H61 3.154 6.488 0.869
H62 2.834 8.247 2.830
H63 4.441 7.558 2.690
H64 3.211 6.994 3.886
H65 1.543 3.409 3.004
H66 3.128 3.034 3.765
H67 2.444 1.873 2.613

***

Record 5
DFT (wB97M-V/def2-TZVPD) results for a cluster of 5 separate species, C20H30Cl12N2O in total in a non-equilibrium geometry.

lowest unoccupied orbital energy = 0.0137 Ha
HOMO energy = -0.3091 hartree
frontier orbital gap = 0.32275 Ha

Geometry (Å):
C1 0.626 3.285 3.212
C2 1.037 1.954 2.472
O1 2.077 2.142 1.511
C3 1.653 2.162 0.171
C4 2.698 3.065 -0.541
N1 3.442 3.693 -1.100
C5 0.289 2.918 -0.090
C6 -0.904 2.018 -0.253
N2 -1.764 1.339 -0.479
C7 1.764 0.782 -0.575
C8 1.664 -0.502 0.320
C9 0.326 -1.322 0.127
C10 0.630 -2.860 -0.082
C11 -0.643 -1.224 1.347
C12 -1.865 -2.215 1.274
C13 -3.166 -1.389 1.472
C14 -3.965 -1.000 0.479
C15 -4.911 0.217 0.712
C16 -4.001 -1.655 -0.911
H1 -0.479 3.395 3.205
H2 0.904 3.203 4.283
H3 1.130 4.162 2.763
H4 1.483 1.323 3.274
H5 0.163 1.373 2.120
H6 0.089 3.730 0.630
H7 0.416 3.418 -1.075
H8 1.058 0.703 -1.431
H9 2.770 0.753 -1.046
H10 2.453 -1.191 -0.054
H11 1.887 -0.351 1.392
H12 -0.236 -0.980 -0.771
H13 0.477 -3.438 0.855
H14 1.671 -3.047 -0.410
H15 -0.065 -3.263 -0.844
H16 -0.050 -1.524 2.245
H17 -1.056 -0.209 1.487
H18 -1.794 -2.927 2.118
H19 -1.974 -2.728 0.305
H20 -3.438 -1.071 2.498
H21 -5.796 -0.043 1.325
H22 -5.237 0.570 -0.290
H23 -4.316 1.038 1.151
H24 -4.753 -2.469 -0.940
H25 -4.246 -0.881 -1.669
H26 -3.038 -2.099 -1.228
Cl1 -0.916 -2.107 -3.599
C17 0.413 -3.000 -4.352
Cl2 1.864 -1.997 -4.414
Cl3 0.731 -4.491 -3.462
H27 0.121 -3.256 -5.364
Cl4 -5.895 -5.006 -0.772
C18 -4.523 -5.901 -1.435
Cl5 -3.083 -4.880 -1.515
Cl6 -4.206 -7.349 -0.474
H28 -4.776 -6.211 -2.442
Cl7 3.407 5.084 4.116
C19 4.686 4.058 3.456
Cl8 6.194 4.963 3.299
Cl9 4.920 2.629 4.469
H29 4.381 3.728 2.469
Cl10 6.344 3.206 -4.392
C20 4.728 3.047 -3.696
Cl11 3.495 3.528 -4.867
Cl12 4.447 1.393 -3.144
H30 4.658 3.707 -2.837

***

Record 6
DFT (wB97M-V/def2-TZVPD) results for a cluster of 10 separate species, C24H74N6O10 in total in a non-equilibrium geometry.

lowest unoccupied orbital energy = 0.0041 Ha
HOMO energy = -0.3379 hartree
frontier orbital gap = 0.34206 Ha
relative energy (zero: lowest compared OMol25 entry of this formula, charge and spin) = 98.4 kcal per mole

Geometry (Å):
C1 -16.029 24.129 -33.311
O1 -16.456 23.748 -31.992
C2 -17.679 22.998 -32.057
C3 -18.919 23.795 -32.539
C4 -19.181 25.190 -31.944
N1 -20.166 23.021 -32.482
H1 -16.785 24.706 -33.845
H2 -15.872 23.241 -33.923
H3 -15.124 24.735 -33.262
H4 -17.514 22.082 -32.625
H5 -17.877 22.609 -31.058
H6 -18.745 24.055 -33.583
H7 -18.382 25.869 -32.242
H8 -19.255 25.227 -30.857
H9 -20.084 25.669 -32.322
H10 -20.926 23.487 -32.958
H11 -19.980 22.223 -33.072
C5 -32.597 24.837 -33.502
O2 -32.431 23.954 -32.370
C6 -33.526 24.200 -31.427
C7 -33.212 23.401 -30.129
C8 -32.987 21.915 -30.291
N2 -34.279 23.493 -29.183
H12 -32.458 25.860 -33.152
H13 -33.574 24.706 -33.968
H14 -31.777 24.515 -34.144
H15 -33.636 25.254 -31.171
H16 -34.476 23.953 -31.899
H17 -32.318 23.839 -29.684
H18 -32.830 21.420 -29.332
H19 -32.110 21.724 -30.908
H20 -33.795 21.400 -30.810
H21 -34.238 22.891 -28.373
H22 -34.121 24.449 -28.898
C9 -29.951 16.248 -35.116
O3 -31.343 16.675 -35.222
C10 -31.436 18.054 -35.585
C11 -32.955 18.513 -35.719
C12 -33.742 17.612 -36.638
N3 -33.057 19.849 -36.216
H23 -29.494 16.263 -34.127
H24 -29.317 16.797 -35.812
H25 -29.771 15.209 -35.395
H26 -30.970 18.624 -34.781
H27 -30.832 18.204 -36.479
H28 -33.296 18.521 -34.684
H29 -34.806 17.780 -36.804
H30 -33.613 16.553 -36.415
H31 -33.272 17.751 -37.611
H32 -34.010 20.157 -36.087
H33 -32.651 20.432 -35.499
C13 -30.143 16.561 -27.241
O4 -29.090 17.504 -26.871
C14 -29.094 17.705 -25.458
C15 -27.872 18.548 -25.105
C16 -27.926 19.027 -23.631
N4 -27.908 19.785 -25.871
H34 -31.145 16.886 -26.963
H35 -29.944 15.601 -26.765
H36 -30.171 16.336 -28.307
H37 -29.978 18.242 -25.113
H38 -29.158 16.726 -24.982
H39 -27.075 17.837 -25.321
H40 -28.637 19.825 -23.419
H41 -26.953 19.415 -23.331
H42 -28.256 18.219 -22.978
H43 -28.794 20.162 -25.567
H44 -28.174 19.565 -26.820
C17 -27.277 33.098 -26.711
O5 -27.084 31.787 -27.215
C18 -27.885 31.503 -28.400
C19 -27.893 29.999 -28.666
C20 -28.575 29.626 -30.026
N5 -28.690 29.304 -27.681
H45 -26.696 33.800 -27.310
H46 -26.874 33.102 -25.699
H47 -28.292 33.447 -26.519
H48 -28.908 31.831 -28.211
H49 -27.504 32.021 -29.280
H50 -26.878 29.604 -28.700
H51 -28.152 30.233 -30.826
H52 -29.640 29.849 -29.968
H53 -28.549 28.583 -30.344
H54 -29.660 29.579 -27.740
H55 -28.474 29.688 -26.772
C21 -24.755 13.640 -26.167
O6 -24.875 14.029 -27.519
C22 -23.704 14.620 -27.998
C23 -24.012 15.304 -29.386
C24 -22.617 15.689 -30.035
N6 -24.728 16.559 -29.253
H56 -25.765 13.423 -25.818
H57 -24.390 14.375 -25.449
H58 -24.034 12.829 -26.070
H59 -23.333 15.365 -27.295
H60 -22.838 13.969 -28.113
H61 -24.495 14.532 -29.985
H62 -22.722 16.210 -30.987
H63 -22.035 14.804 -30.291
H64 -21.891 16.247 -29.443
H65 -25.042 16.840 -30.171
H66 -25.612 16.410 -28.787
O7 -27.732 22.374 -31.786
H67 -27.237 21.920 -32.468
H68 -28.613 22.465 -32.149
O8 -23.726 21.287 -29.012
H69 -24.204 20.466 -29.126
H70 -23.087 21.294 -29.725
O9 -26.701 24.858 -28.336
H71 -27.340 25.570 -28.290
H72 -26.932 24.381 -29.134
O10 -25.343 19.907 -34.498
H73 -25.556 20.337 -35.326
H74 -24.405 19.728 -34.555

***

Record 7
DFT (wB97M-V/def2-TZVPD) results for a structure of composition C6H14 in a non-equilibrium geometry.

lowest unoccupied orbital energy = 0.0424 Ha
HOMO energy = -0.2984 hartree
frontier orbital gap = 0.34071 Ha
relative energy (zero: lowest compared OMol25 entry of this formula, charge and spin) = 66.0 kcal per mole

Geometry (Å):
C1 2.601 0.008 -0.410
C2 1.270 -0.696 -0.370
C3 0.087 -0.076 -0.229
C4 -0.034 1.423 -0.257
C5 -1.201 -0.878 -0.241
C6 -2.477 -0.301 0.385
H1 2.819 0.597 0.497
H2 3.416 -0.711 -0.521
H3 2.651 0.700 -1.258
H4 1.265 -1.786 -0.386
H5 0.582 -0.328 1.372
H6 0.050 0.018 1.858
H7 -0.882 1.830 0.307
H8 0.871 1.934 0.081
H9 -0.183 1.653 -1.317
H10 -1.014 -1.874 0.180
H11 -1.362 -1.016 -1.313
H12 -2.792 0.630 -0.098
H13 -3.299 -1.018 0.261
H14 -2.367 -0.108 1.457